No. 1
51
Properties=species:S:1:pos:R:3 method="wB97M-V/def2-TZVPD" total_energy_ev=-72278.648 spin_multiplicity=4 lumo_ev="-0.03 / -1.03" e_above_lowest_ev=0.000
O -1.693 -0.924 -3.656
H -1.223 -1.261 -4.431
Co 0.160 0.156 -0.168
N 1.533 -0.910 -0.778
N -0.709 -1.485 -0.043
N 0.850 1.894 -0.142
N -1.246 1.086 0.581
O 2.655 -0.383 -1.094
O 1.839 2.336 -0.985
O -2.494 0.637 0.681
O -1.860 -1.748 0.511
C -0.062 -2.568 -0.544
C 1.239 -2.242 -0.997
C 0.157 2.873 0.472
C -1.062 2.367 0.971
C 2.045 -3.105 -1.885
H 1.663 -3.099 -2.920
H 1.988 -4.147 -1.555
H 3.087 -2.781 -1.918
C -0.791 -3.847 -0.613
H -1.743 -3.710 -1.146
H -1.047 -4.223 0.386
H -0.211 -4.618 -1.120
C 0.524 4.305 0.411
C -2.115 3.140 1.648
H 1.006 4.548 -0.544
H 1.198 4.604 1.226
H -0.381 4.919 0.497
H -2.900 2.490 2.030
H -2.569 3.831 0.929
H -1.731 3.746 2.473
H 2.259 1.492 -1.341
H -2.354 -0.421 0.612
C -3.045 -0.698 -3.912
H -3.564 -1.612 -4.225
H -3.204 0.089 -4.666
H -3.482 -0.369 -2.971
O -0.263 0.527 -1.994
H -0.694 -0.039 -2.725
H -0.663 1.421 -2.065
C 2.184 -0.287 4.287
C 2.893 0.319 3.253
C 2.336 0.386 1.984
N 1.096 -0.087 1.730
C 0.400 -0.680 2.722
C 0.921 -0.791 4.004
H 2.602 -0.364 5.284
H 3.882 0.749 3.389
H 2.884 0.836 1.156
H -0.582 -1.069 2.458
H 0.290 -1.283 4.744


No. 2
46
Properties=species:S:1:pos:R:3 method="wB97M-V/def2-TZVPD" total_energy_ev=-30146.600 spin_multiplicity=2 total_charge=-1 lumo_ev="2.43 / 2.42"
C -1.674 4.019 0.094
C -0.093 3.889 0.145
N 0.568 4.760 -0.584
C 0.719 2.846 1.021
C 0.188 1.320 0.883
C -1.157 1.159 1.702
F -1.373 2.197 2.643
F -2.314 1.130 0.921
F -1.204 -0.022 2.472
C 0.070 1.006 -0.676
C 0.060 -0.542 -1.068
C 1.046 -0.809 -2.310
C -1.421 -0.846 -1.653
N 0.248 -1.482 0.068
O 0.303 -2.726 -0.298
C 1.362 -1.111 0.975
C 1.167 -2.023 2.305
C 2.821 -1.486 0.428
C 1.354 0.402 1.476
H -2.168 3.958 1.108
H -1.908 5.061 -0.309
H -2.047 3.233 -0.630
H 1.581 4.619 -0.466
H 0.844 3.155 2.111
H 1.781 2.835 0.596
H -0.866 1.481 -1.126
H 0.939 1.482 -1.252
H 0.584 -0.321 -3.234
H 1.157 -1.906 -2.553
H 2.079 -0.361 -2.106
H -1.547 -0.332 -2.669
H -1.563 -1.977 -1.883
H -2.242 -0.574 -0.927
H 1.728 -1.510 3.153
H 0.078 -2.214 2.533
H 1.716 -3.012 2.140
H 2.823 -2.391 -0.256
H 3.231 -0.611 -0.178
H 3.512 -1.748 1.298
H 2.348 0.867 1.159
H 1.324 0.513 2.611
C -2.809 -4.355 -1.554
O -2.745 -3.253 -2.307
H -2.126 -5.194 -1.824
H -2.584 -4.240 -0.467
H -3.789 -4.885 -1.512


No. 3
48
Properties=species:S:1:pos:R:3 method="wB97M-V/def2-TZVPD" total_energy_ev=-55304.890 total_charge=+2 lumo_ev="-8.54 / -8.70" e_above_lowest_ev=0.000
Hf 0.603 -0.673 0.509
H 1.332 1.616 -2.651
H 1.043 0.979 -2.948
P 0.420 1.885 1.253
P -1.212 -1.485 -1.422
C -1.718 -3.052 -0.523
H -2.321 -3.782 -1.119
H -0.855 -3.611 -0.104
H -2.328 -2.728 0.341
C -2.788 -0.991 -2.229
H -2.571 -0.020 -2.690
H -3.252 -1.627 -2.998
H -3.542 -0.811 -1.449
C -0.138 -2.073 -2.795
H 0.597 -2.810 -2.431
H -0.652 -2.457 -3.699
H 0.419 -1.156 -3.065
C -1.160 2.779 1.060
H -1.183 3.786 1.518
H -1.381 2.883 -0.020
H -1.964 2.172 1.509
C 0.731 1.855 3.070
H 1.705 1.364 3.242
H 0.750 2.881 3.498
H -0.061 1.251 3.553
C 1.668 3.113 0.644
H 1.443 3.362 -0.409
H 1.694 4.053 1.235
H 2.667 2.644 0.675
C -0.437 -1.312 2.366
O -1.258 -1.508 3.159
H -0.506 -0.013 -0.918
O 2.994 -0.380 0.515
C 3.193 -1.649 0.353
N 2.025 -2.306 0.233
S 2.123 -3.983 0.034
O 1.203 -4.431 1.057
O 1.891 -4.269 -1.362
C 3.879 -3.889 0.373
C 4.734 -4.971 0.567
C 6.080 -4.706 0.895
C 6.510 -3.371 1.076
C 5.639 -2.281 0.900
C 4.320 -2.569 0.458
H 4.297 -5.972 0.519
H 6.778 -5.537 1.056
H 7.540 -3.218 1.407
H 5.906 -1.248 1.168


No. 4
46
Properties=species:S:1:pos:R:3 method="wB97M-V/def2-TZVPD" total_energy_ev=-35812.044 total_charge=-1 lumo_ev=2.94 e_above_lowest_ev=0.438
N 5.134 -1.778 -0.846
C 5.198 -0.505 -0.099
C 4.459 0.584 -0.839
C 2.962 0.279 -1.060
C 2.157 1.551 -0.860
C 0.630 1.353 -0.814
N 0.274 -0.009 -0.629
C -1.056 -0.124 -0.858
S -1.515 -1.904 -0.754
O -0.376 -2.733 -0.516
O -2.295 -2.282 -1.920
H 5.855 -1.732 -1.560
H 5.434 -2.536 -0.240
H 6.243 -0.189 -0.009
H 4.838 -0.643 0.915
H 4.971 0.702 -1.793
H 4.604 1.522 -0.307
H 2.873 -0.058 -2.080
H 2.663 -0.515 -0.394
H 2.480 2.041 0.058
H 2.409 2.220 -1.678
H 0.191 1.743 -1.762
H 0.237 1.999 0.004
H -1.378 0.181 -1.879
H -1.707 0.380 -0.090
H -2.319 -2.044 0.339
N 0.893 0.989 4.650
C -0.433 1.134 4.341
C -0.652 0.514 3.138
C 0.585 -0.032 2.701
C 1.517 0.275 3.654
H 1.338 1.349 5.472
H -1.101 1.665 4.998
H -1.597 0.460 2.622
H 0.760 -0.577 1.783
H 2.569 0.053 3.711
N -4.725 -0.690 -2.232
C -5.980 -1.095 -2.575
C -6.875 -0.446 -1.760
C -6.120 0.387 -0.893
C -4.796 0.212 -1.214
H -3.866 -1.017 -2.650
H -6.133 -1.810 -3.365
H -7.947 -0.558 -1.784
H -6.501 1.037 -0.123
H -3.902 0.651 -0.803


No. 5
50
Properties=species:S:1:pos:R:3 method="wB97M-V/def2-TZVPD" total_energy_ev=-169266.067 total_charge=+2 lumo_ev=-6.44 e_above_lowest_ev=0.304
Zr 0.071 0.534 -0.159
O 1.637 2.108 -0.233
C 2.028 2.835 -1.447
C 1.937 1.911 -2.644
C 2.708 2.636 -3.766
O 2.530 1.875 -4.939
C 2.685 0.590 -2.381
Se 1.775 -0.871 -1.418
C 0.498 1.691 -3.166
Se -1.082 1.885 -1.928
H 1.809 2.627 0.559
H 3.053 3.167 -1.283
H 1.357 3.691 -1.533
H 3.766 2.714 -3.491
H 2.309 3.651 -3.883
H 3.013 2.274 -5.670
H 3.632 0.788 -1.880
H 2.895 0.126 -3.342
H 0.399 0.712 -3.624
H 0.259 2.439 -3.918
C 1.735 2.009 5.227
C 1.244 2.671 3.942
C 0.107 1.937 3.308
N 0.086 1.493 2.097
N -1.075 0.838 1.756
C -1.946 0.774 2.745
N -3.124 0.164 2.670
S -1.364 1.569 4.159
H 2.561 2.581 5.641
H 2.079 0.992 5.043
H 0.952 1.972 5.986
H 2.041 2.713 3.196
H 0.933 3.702 4.125
H -3.415 -0.274 1.811
H -3.778 0.181 3.435
C -0.285 -5.110 0.434
C -0.862 -3.764 0.161
C -2.110 -3.368 -0.292
C -2.068 -1.981 -0.384
N -0.865 -1.524 0.008
N -0.155 -2.641 0.337
C -3.158 -1.081 -0.863
H -1.055 -5.870 0.335
H 0.124 -5.166 1.442
H 0.511 -5.338 -0.276
H -2.940 -4.008 -0.536
H 0.816 -2.568 0.598
H -4.129 -1.524 -0.646
H -3.090 -0.924 -1.941
H -3.118 -0.083 -0.418